## 1
Molecular formula: CH3PS3
Method: DFT, ωB97M-V/def2-TZVPD

```
8
CH3PS3, DFT ωB97M-V/def2-TZVPD
P -1.8635 0.0982 0.4054
S -0.3107 -1.2311 0.0256
C 0.9593 0.1227 -0.0295
S 0.5981 1.6781 0.0525
S 2.6221 -0.5179 -0.0312
H -2.4701 -1.1648 0.2680
H -2.4600 0.3056 -0.9679
H 2.9249 0.7092 0.2770
```

Computed properties:
SMILES string: PSC(=S)S
Lowest unoccupied orbital energy, eV: -0.4
2S+1: 1
Orbital gap, eV: 8.620

***

## 2
Molecular formula: CH3PS3
Method: DFT, ωB97M-V/def2-TZVPD

```
8
CH3PS3, DFT ωB97M-V/def2-TZVPD
C 0.0262 0.0680 -1.1788
P 0.1979 0.5631 1.4546
S 0.0331 -1.0818 -0.0836
S -0.1533 -0.2905 -2.7736
S -1.1058 2.0174 1.4473
H -0.2459 -0.2614 2.5112
H 1.5284 0.6024 1.4555
H -0.2806 -1.6173 -2.8325
```

Computed properties:
Lowest unoccupied orbital energy, eV: -0.4
2S+1: 1
Orbital gap, eV: 8.373

***

It is 2 that is the least stable of them.

***

## 1
Molecular formula: C4H7F
Method: DFT, ωB97M-V/def2-TZVPD

```
12
C4H7F, DFT ωB97M-V/def2-TZVPD
C -1.8727 -0.3659 -0.0461
C -0.6279 0.1982 -0.2974
C 0.5459 -0.1629 0.2300
C 1.8167 0.4433 0.0761
H -1.1511 -1.8021 -0.2032
H -2.6493 -0.0416 1.1903
H -2.4763 -0.1102 -1.0823
H -0.4884 1.0542 -0.9270
H 0.6280 -0.8967 0.8096
H 2.0441 0.8896 1.0740
H 1.6468 1.4690 -0.5473
F 2.5843 -0.6749 -0.2768
```

Computed properties:
Lowest unoccupied orbital energy, eV: 0.6
2S+1: 1
Orbital gap, eV: 9.586

***

## 2
Molecular formula: C4H7F
Method: DFT, ωB97M-V/def2-TZVPD

```
12
C4H7F, DFT ωB97M-V/def2-TZVPD
C -1.6714 -0.8264 0.0371
C -0.4385 0.0134 -0.2256
C -0.4758 1.5037 0.0033
C 0.7512 -0.6460 0.0713
F 2.0045 -0.1183 -0.0068
H -2.1155 -0.6603 1.0270
H -1.3318 -1.8081 -0.0902
H -2.4477 -0.6678 -0.7293
H -1.4358 1.9425 -0.4742
H -0.7617 1.6056 1.0694
H 0.3915 2.1719 -0.1084
H 0.6670 -1.7877 0.0507
```

Computed properties:
SMILES string: CC(C)=CF
Lowest unoccupied orbital energy, eV: 1.0
2S+1: 1
Orbital gap, eV: 9.962

***

It is 1 that is the least stable of them.

***

## 1
Molecular formula: CH4NO2P
Method: DFT, ωB97M-V/def2-TZVPD

```
9
CH4NO2P, DFT ωB97M-V/def2-TZVPD
C -1.1436 0.9897 -1.2200
N 0.9457 -0.3639 1.5542
O 0.2349 -1.9759 -0.6158
O -0.5583 0.4681 -0.2197
P 1.0678 -0.0249 -0.0644
H -2.2241 1.0092 -1.2102
H -0.5960 1.3527 -2.0775
H 0.5504 -1.2877 1.6855
H 1.7234 -0.1673 2.1679
```

Computed properties:
Lowest unoccupied orbital energy (spin up / spin down), eV: -1.7 / -1.7
2S+1: 1
Orbital gap (spin up / spin down), eV: 6.169 / 6.309

***

## 2
Molecular formula: CH4NO2P
Method: DFT, ωB97M-V/def2-TZVPD

```
9
CH4NO2P, DFT ωB97M-V/def2-TZVPD
N 1.6610 0.2737 0.4640
C 0.4973 -0.0967 -0.1008
O 0.4441 -0.8293 -1.0516
O -0.5330 0.2148 0.6838
P -2.1530 -0.1343 0.3074
H 2.5071 0.3936 -0.1011
H 1.5963 1.0576 1.1876
H -2.0606 0.5645 -0.9445
H -1.9593 -1.4439 -0.4448
```

Computed properties:
SMILES string: NC(=O)OP
Lowest unoccupied orbital energy, eV: 0.6
2S+1: 1
Orbital gap, eV: 11.029

***

It is 1 that is the least stable of them.

***

## 1
Molecular formula: C2H4ClP
Method: DFT, ωB97M-V/def2-TZVPD

```
8
C2H4ClP, DFT ωB97M-V/def2-TZVPD
C 0.9976 -0.4403 0.7705
C 0.5873 0.7337 1.1117
P -1.7261 0.0702 -3.6468
Cl -2.4958 -0.6786 -2.0208
H 1.9573 -0.9346 0.7881
H 0.3170 -1.1829 0.3187
H -0.5604 0.9007 0.9173
H 0.9232 1.5318 1.7613
```

Computed properties:
Lowest unoccupied orbital energy (spin up / spin down), eV: -1.2 / -1.2
2S+1: 1
Orbital gap (spin up / spin down), eV: 7.032 / 7.029

***

## 2
Molecular formula: C2H4ClP
Method: DFT, ωB97M-V/def2-TZVPD

```
8
C2H4ClP, DFT ωB97M-V/def2-TZVPD
C -0.0228 0.5716 0.4440
P -1.5476 0.1292 0.8506
C -0.0698 -0.9315 0.4343
H 0.5297 1.0999 1.2109
H 0.1249 -1.1723 -0.5645
H 0.4223 -1.6144 1.0916
Cl 0.0092 1.2974 -2.4176
H 0.5541 0.6201 -1.0494
```

Computed properties:
SMILES string: C1=PC1.Cl
Lowest unoccupied orbital energy, eV: -1.9
2S+1: 1
Orbital gap, eV: 7.662

***

It is 2 that is the least stable of them.

***

## 1
Molecular formula: C17H22N2O3S
Method: DFT, ωB97M-V/def2-TZVPD

```
45
C17H22N2O3S, DFT ωB97M-V/def2-TZVPD
C -5.8910 0.5277 -1.1203
O -4.9242 0.8015 -0.0819
C -3.6003 0.7048 -0.3778
C -2.6812 0.9883 0.6668
C -1.3264 0.9514 0.4217
C -0.8362 0.6335 -0.8743
C 0.5813 0.6584 -1.1398
N 1.1386 1.3364 -2.1158
C 2.5889 1.2897 -2.3145
C 0.3718 2.1676 -3.0527
C -1.7594 0.3005 -1.8896
C -3.1206 0.3350 -1.6608
H -6.8511 0.6799 -0.6264
H -5.7854 1.2251 -1.9613
H -5.8093 -0.5071 -1.4762
H -3.0841 1.2398 1.6492
H -0.6102 1.1923 1.2128
H 1.2592 0.1962 -0.4197
H 2.8204 1.8234 -3.2369
H 3.1126 1.7715 -1.4777
H 2.9185 0.2470 -2.3860
H 1.1008 2.7467 -3.6267
H -0.2005 1.5448 -3.7491
H -0.3065 2.8523 -2.5288
H -1.3825 -0.0123 -2.8658
H -3.8205 0.0831 -2.4614
C 3.0128 0.5630 4.2342
C 2.4844 -0.4117 3.2208
C 3.3671 -1.0589 2.3517
C 2.9040 -1.9662 1.4005
C 1.5279 -2.1775 1.2869
S 0.8924 -3.1900 -0.0573
N 0.6993 -2.0295 -1.0879
O 1.9772 -4.1128 -0.3359
O -0.3299 -3.7605 0.4813
C 0.6328 -1.5984 2.1901
C 1.1171 -0.6961 3.1351
H 2.1992 0.9729 4.8382
H 3.7289 0.0815 4.9109
H 3.5417 1.3917 3.7482
H 4.4336 -0.8467 2.4299
H 3.5932 -2.4815 0.7374
H 0.3139 -2.4309 -1.9483
H -0.4288 -1.8245 2.1341
H 0.4307 -0.2017 3.8231
```

Computed properties:
Lowest unoccupied orbital energy, eV: -0.8
2S+1: 1
Orbital gap, eV: 6.438

***

## 2
Molecular formula: C17H22N2O3S
Method: DFT, ωB97M-V/def2-TZVPD

```
45
C17H22N2O3S, DFT ωB97M-V/def2-TZVPD
C -6.3055 -1.6027 -0.0524
C -5.0328 -1.2017 0.6836
C -3.8121 -1.9368 0.1323
C -2.5310 -1.6363 0.9131
N -2.1041 -0.2658 0.7562
C -0.9652 0.0820 0.1267
O -0.1763 -0.7650 -0.2874
C -0.7243 1.5447 0.0107
C -1.7928 2.4328 -0.0998
C -1.5874 3.7956 -0.1789
C -0.2945 4.2952 -0.1378
C 0.7832 3.4385 -0.0554
C 0.5907 2.0570 -0.0034
N 1.6485 1.1657 0.0298
C 2.9865 1.4208 0.1516
O 3.4719 2.5159 0.3394
C 3.8175 0.1902 0.0918
C 3.6869 -0.7888 -0.8192
C 2.7191 -0.7569 -1.9667
O 4.4384 -1.9269 -0.8771
C 5.2653 -2.2314 0.2191
C 6.1569 -1.0594 0.6027
S 5.1147 0.2548 1.3036
H -7.1639 -1.0687 0.3480
H -6.2215 -1.3726 -1.1122
H -6.4860 -2.6701 0.0521
H -4.8934 -0.1225 0.5861
H -5.1421 -1.4300 1.7466
H -3.6620 -1.6661 -0.9148
H -3.9933 -3.0122 0.1771
H -2.6844 -1.8467 1.9771
H -1.7128 -2.2576 0.5420
H -2.7010 0.4524 1.1315
H -2.8031 2.0528 -0.1619
H -2.4295 4.4643 -0.2723
H -0.1252 5.3602 -0.1861
H 1.7895 3.8218 -0.0376
H 1.3537 0.1943 -0.0622
H 1.7752 -1.2262 -1.6901
H 2.5258 0.2595 -2.2963
H 3.1510 -1.3295 -2.7843
H 5.8639 -3.0875 -0.1048
H 4.6552 -2.5248 1.0835
H 6.8737 -1.3416 1.3697
H 6.6765 -0.6710 -0.2735
```

Computed properties:
SMILES string: CCCCNC(=O)c1ccccc1NC(=O)C1=C(C)OCCS1
Lowest unoccupied orbital energy, eV: 0.6
2S+1: 1
Orbital gap, eV: 8.354

***

It is 1 that is the least stable of them.

***

## 1
Molecular formula: C2H2N3O
Method: DFT, ωB97M-V/def2-TZVPD

```
8
C2H2N3O, DFT ωB97M-V/def2-TZVPD
N -2.7978 1.5310 -0.1155
N -1.8024 1.0769 -0.0179
C -0.4708 0.9446 0.2707
N 0.2605 -0.0190 0.0241
C -0.2792 -1.6538 -0.1152
O -1.3445 -1.7846 0.2114
H -0.3401 1.9604 0.8344
H 0.4509 -2.2777 -0.5925
```

Computed properties:
Net charge: +1
SMILES string: N#[N+]/C=N\C=O
Lowest unoccupied orbital energy, eV: -7.2
2S+1: 1
Orbital gap, eV: 8.616

***

## 2
Molecular formula: C2H2N3O
Method: DFT, ωB97M-V/def2-TZVPD

```
8
C2H2N3O, DFT ωB97M-V/def2-TZVPD
C 1.3526 -0.2895 2.3214
C 1.3626 0.0587 0.0276
N 0.7958 -0.6473 3.2479
N 1.7910 -0.1465 1.1424
N -1.8743 0.2788 -1.8223
O 1.1201 0.2812 -1.0687
H -2.5016 0.5847 -1.1523
H -2.0461 -0.1201 -2.6961
```

Computed properties:
Net charge: +1
Lowest unoccupied orbital energy (spin up / spin down), eV: -5.4 / -11.3
2S+1: 1
Orbital gap (spin up / spin down), eV: 9.459 / 3.357

***

It is 2 that is the least stable of them.

***

## 1
Molecular formula: C2H2N3O
Method: DFT, ωB97M-V/def2-TZVPD

```
8
C2H2N3O, DFT ωB97M-V/def2-TZVPD
H 0.1037 -1.2802 -0.3603
N -0.4791 -0.4948 -0.1171
C -0.2141 0.6947 -0.3163
N -1.4403 1.4492 -0.0047
N -2.4585 0.8609 0.1486
C -3.1490 -0.2190 0.0175
O -4.0549 -0.8721 -0.0315
H 0.7080 1.1729 -0.7376
```

Computed properties:
Net charge: +1
SMILES string: [H]/N=C/N=[N+]=C=O
Lowest unoccupied orbital energy, eV: -8.3
2S+1: 1
Orbital gap, eV: 8.043

***

## 2
Molecular formula: C2H2N3O
Method: DFT, ωB97M-V/def2-TZVPD

```
8
C2H2N3O, DFT ωB97M-V/def2-TZVPD
N 2.6212 -2.1177 -0.1567
C 2.0857 -1.1239 -0.0328
N 1.4865 0.1321 0.0856
N 0.0512 0.3827 0.1011
C 2.5221 0.8896 0.1557
O 3.4256 1.5517 0.2071
H -0.3715 -0.1465 -0.6715
H -0.3177 -0.0107 0.9718
```

Computed properties:
Net charge: +1
SMILES string: N#C[N+](N)=C=O
Lowest unoccupied orbital energy, eV: -6.9
2S+1: 1
Orbital gap, eV: 10.717

***

It is 1 that is the least stable of them.